No. 1
C54H92O18S6 | the ωB97M-V functional and the def2-TZVPD basis

```
170
Properties=species:S:1:pos:R:3:forces:R:3
C 33.51164 -6.23007 -1.07257 -1.1 -0.9 -1.1
C 34.49150 -5.25453 -1.64322 -0.5 -1.1 0.0
O 34.95067 -4.69766 -0.46208 2.3 3.8 2.5
S 35.32579 -3.06817 -0.35461 0.2 0.1 -1.3
C 36.25864 -2.91370 1.21466 -1.4 -1.1 -1.4
O 36.22361 -2.69454 -1.45998 -1.6 -0.7 1.5
O 34.04485 -2.42000 -0.15819 1.1 -0.2 -0.4
H 33.02939 -6.68542 -1.93755 -0.1 -0.7 0.1
H 32.69250 -5.78858 -0.50494 0.3 0.4 0.1
H 34.01636 -6.96186 -0.44183 -0.1 -0.1 -0.1
H 35.33634 -5.79973 -2.06406 -0.1 0.2 -0.6
H 34.00447 -4.58612 -2.35324 0.3 0.3 0.1
H 37.00538 -3.70333 1.13129 0.1 0.3 0.5
H 35.43619 -3.11101 1.90223 0.6 -0.1 0.6
H 36.64286 -1.89622 1.28681 -0.1 -0.2 -0.2
C 35.48519 -8.73561 -6.32449 -1.3 -1.9 -0.2
C 34.01258 -9.21644 -6.11633 -0.3 1.4 -0.2
O 33.81628 -10.64608 -5.80415 -0.2 1.2 1.4
S 33.46475 -10.95151 -4.21766 1.2 -2.8 -0.5
C 35.16761 -10.93122 -3.53914 -0.4 0.0 0.3
O 32.67186 -9.87836 -3.63959 0.6 -1.5 -0.7
O 33.07705 -12.40684 -4.22937 0.5 4.2 0.2
H 35.80574 -9.37113 -7.15001 0.7 0.0 0.1
H 36.03666 -8.94518 -5.40795 0.3 0.2 -0.3
H 35.58659 -7.70470 -6.66366 -0.4 0.0 0.4
H 33.52127 -8.57260 -5.38683 0.0 -0.4 0.5
H 33.41002 -9.01755 -7.00261 0.2 -0.4 -0.3
H 35.17611 -11.51759 -2.62034 -0.2 -0.1 0.0
H 35.53593 -9.93907 -3.27821 -0.4 0.2 -0.2
H 35.85648 -11.39365 -4.24603 -0.4 -0.1 -0.1
C 30.26501 -7.39518 4.12749 0.5 1.2 -0.2
C 30.90117 -6.47395 5.22469 -2.1 -1.1 -1.2
O 32.19649 -6.01440 4.92097 1.7 0.9 -1.1
S 32.46992 -4.94300 3.67673 -1.3 -1.7 -1.9
C 31.33240 -3.62564 4.11307 0.9 0.3 -0.4
O 33.80809 -4.44103 3.79881 -0.6 -0.4 0.6
O 32.11249 -5.54308 2.36485 0.4 1.1 3.1
H 30.92832 -8.21216 3.84348 0.0 -0.1 0.4
H 30.13129 -6.82025 3.21115 -0.1 0.0 0.0
H 29.28063 -7.76456 4.41496 0.2 0.0 0.3
H 30.25879 -5.61041 5.39717 -0.2 0.0 0.1
H 30.87112 -7.09266 6.12156 0.9 0.4 0.3
H 31.68872 -2.81121 3.48231 -0.2 0.0 -0.2
H 31.58712 -3.32981 5.13076 -0.4 -0.2 0.1
H 30.27843 -3.80915 3.90432 0.3 -0.3 0.2
C 33.30132 -16.55288 0.83084 0.1 -0.8 0.1
C 34.56551 -16.58522 1.65039 -0.9 0.6 1.8
O 35.55530 -17.15991 0.84599 3.0 -0.6 0.0
S 37.13723 -17.31163 1.45757 0.4 -1.1 -0.1
C 37.65710 -15.58831 1.15251 -0.2 -1.7 0.0
O 37.13268 -17.50925 2.91692 -0.4 0.2 -2.5
O 37.81944 -18.28739 0.57800 -1.8 2.2 1.8
H 32.46685 -16.06807 1.33749 0.2 0.3 0.1
H 33.02252 -17.59623 0.68319 -0.2 0.0 -0.5
H 33.51778 -16.08252 -0.12833 -0.2 0.0 0.0
H 34.74575 -15.58715 2.04973 0.8 0.4 -0.5
H 34.48567 -17.15470 2.57635 -0.4 -0.4 -0.1
H 37.40872 -15.43440 0.10240 -0.2 0.5 0.3
H 38.72816 -15.45434 1.30411 -0.1 -0.3 0.2
H 37.06308 -15.11493 1.93426 0.0 0.7 -0.5
C 26.32153 -17.55152 2.65158 0.6 -0.2 0.2
C 27.25050 -16.33898 2.64453 -2.2 0.7 -0.2
O 28.30894 -16.47900 3.57090 2.6 0.2 -0.4
S 29.82831 -16.22974 2.97342 0.9 -0.2 -2.4
C 30.04176 -17.72742 1.88287 -0.7 0.4 1.4
O 29.95519 -15.04523 2.08061 -0.8 -2.0 2.3
O 30.73630 -16.42752 4.07669 -1.1 0.6 -0.5
H 25.44135 -17.44036 2.01831 0.3 0.3 -0.2
H 25.93275 -17.70806 3.65779 0.2 -0.1 0.1
H 26.88456 -18.42610 2.32571 -0.2 -0.2 0.1
H 27.56293 -16.05125 1.64068 0.3 -0.2 0.0
H 26.66393 -15.50834 3.03706 0.0 0.3 -0.2
H 29.64115 -17.67324 0.87061 0.1 0.5 0.2
H 29.45626 -18.43710 2.46739 0.2 -0.4 -0.2
H 31.09158 -18.01908 1.91330 -0.1 0.3 0.0
C 29.30114 -10.59933 -1.49913 -0.1 -1.9 -0.9
C 29.33031 -11.33427 -2.86077 2.2 0.2 0.7
O 28.93038 -10.46315 -3.91431 -1.6 -0.7 -2.3
S 28.60753 -11.22966 -5.38816 0.6 1.8 0.4
C 30.36653 -11.53826 -5.86780 -1.0 -0.9 0.1
O 27.88790 -12.46853 -5.09629 1.1 1.8 -0.8
O 28.08000 -10.19687 -6.28779 0.6 -1.9 1.8
H 30.06550 -9.82907 -1.39634 -0.8 0.7 -0.5
H 29.71920 -11.33222 -0.80906 -0.4 -0.4 0.3
H 28.25074 -10.43991 -1.25554 0.3 0.8 0.4
H 30.38098 -11.53651 -3.06881 0.4 -0.2 0.1
H 28.89170 -12.33173 -2.88867 -0.8 0.3 0.2
H 30.45926 -11.87496 -6.90034 -0.5 0.0 0.0
H 30.62609 -12.38187 -5.22824 0.4 0.2 0.1
H 31.02768 -10.67809 -5.76248 -0.6 0.1 0.4
C 28.11664 -15.10693 -2.42468 1.1 0.3 -0.2
C 28.42705 -15.03958 -3.80083 -2.0 -0.7 2.2
C 29.71779 -15.09566 -4.18730 1.0 0.5 -1.2
C 30.75064 -15.04439 -3.27677 0.6 -0.1 1.1
C 30.48667 -15.07684 -1.89741 -0.4 -0.3 -0.9
C 29.16646 -15.17965 -1.47510 -0.7 0.5 -0.7
H 27.08328 -14.97085 -2.14176 -0.1 -0.3 0.3
H 27.60655 -15.02790 -4.50299 0.1 0.2 -0.1
H 29.86953 -15.04385 -5.25533 0.5 -0.1 -0.1
H 31.78442 -14.97571 -3.58170 0.0 0.0 -0.3
H 31.28414 -15.03432 -1.17034 0.1 -0.1 0.0
H 28.97691 -15.21675 -0.41251 -0.2 0.1 0.1
C 32.37418 -10.04430 0.12466 0.3 -0.2 -1.0
C 31.65572 -9.59230 1.22155 0.2 0.0 -0.3
C 31.10812 -10.51323 2.07306 0.2 -1.8 -0.4
C 31.32433 -11.87533 1.74692 -1.4 0.4 2.1
C 32.15622 -12.30580 0.76039 -1.2 -1.2 -1.0
C 32.54673 -11.42383 -0.17824 1.8 2.8 0.2
H 32.76906 -9.26458 -0.50977 0.1 -0.2 -0.4
H 31.43576 -8.54543 1.37016 0.4 0.2 0.0
H 30.53525 -10.18365 2.92722 -0.3 -0.3 0.0
H 30.72402 -12.65844 2.18596 0.1 0.0 0.8
H 32.22872 -13.35025 0.49533 0.0 -0.3 0.5
H 33.14073 -11.79580 -0.99995 -0.1 0.4 -0.4
C 37.49167 -10.89416 0.73024 2.2 -0.5 0.0
C 36.33092 -11.62862 0.60746 -0.4 1.0 0.6
C 36.25689 -12.65077 -0.28643 1.7 -1.8 -2.3
C 37.36640 -12.95286 -1.14448 0.4 1.4 1.5
C 38.59562 -12.24544 -0.96071 -1.8 -0.9 -0.1
C 38.66114 -11.27366 0.02807 -0.9 0.0 -0.2
H 37.65779 -10.15193 1.49697 -0.5 0.2 0.1
H 35.48673 -11.37531 1.23162 -0.2 0.0 0.1
H 35.45676 -13.37135 -0.36981 -0.6 0.4 0.2
H 37.29612 -13.77126 -1.84569 0.0 0.0 -0.1
H 39.45576 -12.48899 -1.56672 0.1 -0.1 0.0
H 39.63076 -10.84304 0.23002 -0.1 0.4 0.1
C 34.07314 -15.42513 4.97575 -1.1 1.0 -0.6
C 35.42895 -15.46637 4.98377 2.0 0.4 0.7
C 36.24127 -14.44437 4.42909 -0.7 -0.9 0.2
C 35.64994 -13.45135 3.68994 -0.2 -0.3 1.0
C 34.24818 -13.39320 3.67808 0.3 -0.4 -1.3
C 33.45323 -14.35643 4.29497 0.6 0.3 0.1
H 33.51243 -16.18678 5.49719 -0.2 0.0 -0.1
H 35.90272 -16.25344 5.55161 0.2 -0.2 -0.1
H 37.31510 -14.41200 4.53976 0.1 -0.5 0.1
H 36.34511 -12.75480 3.24502 -0.5 0.4 -0.4
H 33.81312 -12.73342 2.94198 -0.4 0.5 0.4
H 32.38369 -14.22294 4.22665 -0.1 -0.3 0.1
C 27.26973 -8.74320 2.46809 -0.9 0.3 -0.2
C 28.00927 -8.69319 1.30138 1.2 0.0 -0.7
C 27.71007 -7.89267 0.20871 -1.6 0.8 0.4
C 26.47377 -7.19057 0.20772 0.5 -0.6 1.3
C 25.69357 -7.25442 1.36909 0.1 -1.4 0.7
C 26.07414 -8.03877 2.51090 0.4 1.1 -1.3
H 27.57129 -9.31030 3.33634 0.2 -0.2 -0.1
H 28.91420 -9.26847 1.17276 0.2 -0.1 0.4
H 28.41690 -7.78716 -0.60102 -0.1 -0.2 -0.2
H 26.09317 -6.60175 -0.61377 0.3 0.0 -0.2
H 24.69896 -6.83365 1.37996 0.0 0.4 0.0
H 25.50172 -8.02449 3.42662 -0.3 0.0 -0.1
C 31.89926 -9.37045 8.63300 -0.8 0.1 -0.6
C 30.59857 -9.72816 7.85523 -0.3 1.1 2.5
C 30.76592 -10.94527 7.06119 -0.6 -0.7 -1.9
C 29.62818 -11.14444 6.04581 0.4 -1.2 -1.3
C 29.71818 -12.51331 5.30457 -0.7 -0.7 1.0
C 28.48449 -12.95582 4.49898 0.6 0.2 -0.2
H 32.14204 -10.19869 9.29872 0.2 -0.1 -0.2
H 31.81255 -8.49062 9.27056 -0.1 0.1 -0.2
H 32.70435 -9.21844 7.91412 0.2 0.0 0.2
H 29.83872 -9.94882 8.60491 -0.1 -0.2 0.4
H 30.07002 -8.91024 7.36560 0.7 0.3 -0.6
H 30.83066 -11.80473 7.72846 0.2 -0.2 -0.1
H 31.67749 -10.86282 6.46928 0.3 -0.3 0.1
H 28.62647 -10.95156 6.42983 0.0 -0.2 0.3
H 29.74873 -10.49137 5.18148 0.0 0.9 0.3
H 30.60677 -12.54680 4.67416 0.1 0.2 -0.1
H 29.84346 -13.33346 6.01150 0.4 0.0 0.4
H 27.63819 -13.23949 5.12461 -0.1 0.5 0.1
H 28.23147 -12.18588 3.77011 -0.4 0.0 -0.1
H 28.72190 -13.87022 3.95527 0.1 0.2 -0.2
```
Forces are in eV/Å.

Computed properties:
SMILES = CCOS(C)(=O)=O.CCOS(C)(=O)=O.CCOS(C)(=O)=O.CCOS(C)(=O)=O.CCOS(C)(=O)=O.CCOS(C)(=O)=O.c1ccccc1.c1ccccc1.c1ccccc1.c1ccccc1.c1ccccc1.CCCCCC
HOMO energy = -9.150 eV
E = -159349.48302 eV
molecular weight = 1221.71 g mol⁻¹

No. 2
C29H30Cl5CoO5 | the ωB97M-V functional and the def2-TZVPD basis

```
70
Properties=species:S:1:pos:R:3:forces:R:3
C -0.13730 -0.21940 -6.35400 0.0 -0.1 -0.1
C -0.64020 -1.18000 -5.23760 -0.1 0.0 -0.2
C -0.31840 1.20280 -5.76480 0.1 0.1 -0.1
C -1.39030 1.05340 -4.69490 -0.3 -0.4 0.1
H -0.58210 1.91230 -6.54020 -0.1 0.1 -0.1
H 0.61850 1.52980 -5.31730 0.1 0.0 0.1
C -1.04110 -0.30660 -4.04740 0.1 0.0 -0.1
H 0.13540 -1.89490 -4.97230 0.1 0.0 0.1
H -1.50030 -1.74410 -5.59220 -0.1 -0.1 -0.2
C 0.09010 -0.21140 -3.03650 -0.4 0.0 2.3
H -1.91130 -0.71820 -3.53570 0.0 0.0 0.1
H -2.34150 0.89300 -5.21840 -0.1 0.1 -0.1
C -1.56780 2.18100 -3.74620 0.0 0.1 -0.2
C 1.34110 -0.38030 -6.64610 0.2 -0.4 0.6
C -1.01370 -0.37720 -7.60390 -0.1 0.4 0.2
O -1.82080 0.44840 -7.94900 0.3 -0.4 0.0
O 2.15050 -0.92200 -5.92780 -0.4 0.4 -0.7
O 1.66120 0.24450 -7.79690 0.4 0.0 -0.3
O -0.95710 -1.53350 -8.30950 0.0 -0.2 -0.1
C 0.02900 -2.54610 -8.08690 -0.2 0.2 0.1
H 0.13880 -2.80220 -7.03770 0.0 0.0 0.1
H 0.99030 -2.24400 -8.49730 0.1 0.1 0.0
H -0.32630 -3.41760 -8.62680 0.0 -0.1 0.0
C 3.05880 0.26070 -8.13610 -0.4 0.0 0.2
H 3.62880 0.78310 -7.37230 0.0 0.0 0.1
H 3.12180 0.78380 -9.08290 0.0 0.0 -0.1
H 3.44120 -0.75230 -8.23280 0.0 -0.1 0.0
O -0.36370 0.20570 -1.79040 -0.9 1.0 -3.7
H 0.87790 0.45410 -3.40830 0.4 0.1 -0.3
H 0.54820 -1.20480 -2.95130 0.2 -0.4 -0.2
C -2.94900 2.54750 -3.35820 -0.1 0.1 0.1
C -0.44150 3.06440 -3.36960 0.3 0.1 -0.2
H -0.01840 3.58940 -4.23540 0.0 0.1 -0.2
H 0.38390 2.51230 -2.91360 0.0 -0.1 0.1
H -0.75210 3.80990 -2.64420 0.0 0.1 -0.2
H -2.98610 2.91680 -2.33530 -0.1 0.0 0.0
H -3.63390 1.70360 -3.44070 0.0 -0.1 0.0
H -3.35120 3.34370 -4.00140 -0.1 0.1 -0.1
Co 0.00000 0.00000 0.00000 -0.2 -0.5 2.1
C -1.60480 -0.82670 1.64910 -0.7 -0.5 0.0
C -2.24530 -0.85250 0.38520 -0.3 -0.1 0.3
C -1.59490 -1.80370 -0.40880 0.0 -0.5 0.0
H -3.05130 -0.21070 0.07750 -0.2 0.1 -0.1
C -0.51880 -2.32770 0.32750 -0.5 -0.6 0.3
C -0.55240 -1.74180 1.62080 -0.2 -0.7 0.0
H 0.13320 -1.94000 2.42560 0.1 0.0 0.0
H -1.85580 -0.17260 2.46440 -0.2 -0.3 -0.1
H -1.81500 -2.02130 -1.43890 0.0 0.0 -0.2
H 0.18270 -3.06760 -0.01890 0.1 -0.1 -0.1
C 1.96780 1.34250 0.56670 0.8 0.1 -0.3
C 1.91750 0.22800 1.43000 0.9 -0.4 0.1
C 2.12350 -0.92670 0.65050 1.0 0.2 0.2
H 1.74070 0.26160 2.49140 0.2 -0.1 -0.2
C 2.25530 -0.53070 -0.69300 0.6 -0.1 0.1
C 2.17870 0.87740 -0.73580 0.6 0.2 0.1
H 2.20540 1.48550 -1.62300 -0.1 0.1 -0.2
H 1.80670 2.36470 0.85280 0.0 0.2 0.0
H 2.16500 -1.93740 1.01360 -0.1 -0.1 0.1
H 2.39050 -1.18600 -1.53670 0.0 -0.1 -0.1
Cl 0.04080 0.23720 4.12590 -0.1 0.4 -0.6
C -0.39730 1.61210 3.06890 -0.6 1.7 -1.3
C -0.49170 1.59150 1.60260 0.0 -0.4 3.3
C -0.99830 2.74390 1.04700 -0.1 0.6 2.1
Cl -1.24310 2.63250 -0.58700 -0.6 0.6 -1.8
C -1.34690 3.89850 1.75420 0.0 0.2 -0.2
Cl -1.98190 5.30890 0.90000 0.2 -0.4 0.3
C -1.20090 3.92370 3.13580 -0.2 0.4 0.2
Cl -1.63750 5.37490 4.04450 0.2 -0.5 -0.3
C -0.74360 2.78110 3.79620 0.3 -0.9 -0.1
Cl -0.62810 2.82640 5.56480 -0.1 0.1 -0.5
```
Forces are in eV/Å.

Computed properties:
charge = -2
HOMO energy (spin up / spin down) = -0.500 / -0.325 eV
E = -141031.55143 eV
spin multiplicity = 5
energy above the lowest of the compared OMol25 structures with the same formula, charge and spin = 0.0 kJ/mol
molecular weight = 694.75 g mol⁻¹
expectation value of S² = 6.02

No. 3
C38H27Cl7F3I2N6O4Rb | the ωB97M-V functional and the def2-TZVPD basis

```
88
Properties=species:S:1:pos:R:3:forces:R:3
Rb 1.57378 0.19848 -0.76446 -0.6 -0.1 0.7
I 4.56109 1.80115 1.43320 0.0 0.1 -0.1
C 5.08590 2.84442 -0.34127 -0.1 0.0 0.1
I 3.74031 4.40197 -0.87225 0.0 -0.1 0.1
H 5.03358 2.11208 -1.13635 0.0 -0.1 -0.1
H 6.06822 3.27609 -0.20614 0.0 0.0 0.0
O -3.45560 -5.28999 2.97656 0.0 0.0 0.0
C -4.03395 -4.09235 3.28213 -0.1 -0.2 -0.1
O -5.22940 -4.08247 3.45423 -0.1 0.1 0.1
C -3.16519 -2.91946 3.36031 0.3 0.4 0.0
C -3.75579 -1.65951 3.55573 0.1 -0.3 0.0
C -3.01921 -0.50447 3.60258 0.0 0.1 0.0
C -1.60017 -0.51918 3.45335 -0.3 -0.3 0.0
C -1.00609 -1.79998 3.27304 0.1 0.0 0.0
C -1.76443 -2.93974 3.23134 -0.3 -0.2 -0.1
N -0.84471 0.58931 3.49616 0.4 0.3 -0.3
C -1.42132 1.86252 3.78537 0.0 0.3 0.1
C -1.02825 3.16867 3.54114 0.3 -0.3 -0.1
C -1.95161 4.20365 3.96939 -0.1 0.3 0.0
C -1.68844 5.51967 3.75093 -0.1 -0.2 0.0
C -0.48010 5.90148 3.12209 0.3 0.0 -0.1
C 0.38027 4.87165 2.77552 -0.3 0.0 0.2
N 0.15643 3.57240 2.94352 0.0 -0.4 0.1
H -2.51915 -5.16046 2.79721 0.1 0.0 0.0
H -4.83308 -1.62290 3.65912 0.0 0.0 0.0
H -3.54151 0.42919 3.73438 0.0 0.0 0.0
H 0.06167 -1.89332 3.13498 -0.3 -0.1 0.0
H -1.23210 -3.87549 3.08062 0.1 0.0 0.0
H -2.38667 1.79289 4.25621 0.1 -0.1 0.1
H -2.87209 3.89938 4.45825 0.0 0.0 0.0
H -2.40384 6.27595 4.06381 0.0 -0.1 0.0
H -0.22577 6.93762 2.93581 0.0 0.0 0.1
H 1.33680 5.11477 2.31766 0.1 0.0 -0.1
Cl 2.16510 -2.44903 1.51469 0.0 0.2 0.4
C 2.40659 -3.41445 0.06985 0.1 0.0 -0.6
C 2.28199 -2.76811 -1.15145 0.1 -0.5 0.1
C 2.47836 -3.60430 -2.24011 0.0 0.1 0.3
Cl 2.35474 -2.88832 -3.84169 0.0 0.1 -0.2
C 2.75283 -4.96726 -2.16128 0.0 0.0 0.0
Cl 2.93566 -5.95291 -3.58029 0.0 0.0 0.0
C 2.87206 -5.55488 -0.90282 0.0 0.1 0.0
Cl 3.21909 -7.24476 -0.74987 0.0 0.0 0.0
C 2.70442 -4.76478 0.23198 0.0 0.0 0.1
Cl 2.86697 -5.48455 1.80532 0.0 0.0 0.0
Cl 5.28878 -0.54957 -7.56370 0.0 0.0 0.0
C 4.79089 -0.16656 -5.92941 0.0 0.0 0.0
C 5.72416 -0.28524 -4.88931 -0.1 0.0 0.0
C 5.34658 0.01760 -3.61291 -0.1 0.0 0.0
Cl 6.50673 -0.14236 -2.32508 0.0 0.0 0.0
C 4.01602 0.46477 -3.24821 0.1 0.1 0.0
O 3.71196 0.74229 -2.06388 0.6 0.1 -0.4
C 3.11274 0.57051 -4.36664 0.2 0.0 0.2
C 1.75413 1.03102 -4.18284 -0.1 0.1 -0.1
O 1.22781 1.42172 -3.15512 -0.2 0.0 -0.4
C 3.51542 0.24729 -5.66907 -0.1 0.0 0.0
H 6.73245 -0.61527 -5.09883 0.0 0.0 0.0
H 1.15884 1.02255 -5.12471 0.0 0.0 0.0
H 2.79594 0.33073 -6.47740 0.0 0.0 0.0
F -5.53860 -2.53857 -2.59073 0.0 -0.2 0.0
C -4.61935 -3.44765 -2.19416 -0.1 -0.1 0.0
F -4.23536 -4.13143 -3.29180 -0.2 0.1 0.1
F -5.26027 -4.31906 -1.38748 0.0 0.1 -0.2
C -3.46596 -2.78980 -1.50478 0.2 0.1 0.0
C -2.16034 -3.07007 -1.86846 -0.1 0.0 0.0
C -1.13904 -2.40932 -1.19897 0.0 0.0 0.1
N -1.35646 -1.51027 -0.24043 0.1 0.0 -0.1
C -2.61934 -1.25308 0.09906 0.0 0.1 0.1
C -3.70898 -1.87182 -0.49321 0.0 -0.1 0.0
H -1.93570 -3.77793 -2.65401 0.0 0.0 0.0
H -0.09761 -2.60622 -1.44120 0.0 0.0 0.0
H -2.76440 -0.51156 0.87681 0.0 0.0 0.0
H -4.71759 -1.64574 -0.17130 0.0 0.0 0.0
N -0.84925 5.93699 -0.45220 0.3 0.0 -0.1
C -1.27409 4.66617 -0.73279 -0.3 -0.1 -0.1
C -0.61074 3.55267 -0.18392 0.2 -0.1 0.0
N -0.98722 2.32414 -0.45680 0.1 -0.1 0.0
C -2.02129 2.16303 -1.29297 -0.1 0.0 0.0
C -2.66363 3.25424 -1.83560 0.0 0.0 0.0
N -2.30386 4.51179 -1.55884 0.1 0.1 0.1
H -0.31253 6.06535 0.39301 -0.2 0.0 0.1
H -1.47646 6.67404 -0.71805 -0.1 0.0 0.1
H 0.22742 3.68819 0.49173 -0.1 -0.1 0.0
H -2.32526 1.14526 -1.51008 0.0 0.1 -0.1
H -3.49771 3.14104 -2.52002 0.0 -0.1 0.0
C 0.58979 0.38710 3.29530 -0.2 0.2 0.0
H 1.12051 1.30568 3.48908 0.0 0.3 0.0
H 0.80418 0.05447 2.26747 -0.1 0.1 0.2
H 0.93929 -0.39776 3.97389 0.1 0.2 0.0
```
Forces are in eV/Å.

Computed properties:
charge = -2
HOMO energy = -1.141 eV
E = -169644.33162 eV
energy above the lowest of the compared OMol25 structures with the same formula, charge and spin = 42.4 kJ/mol
molecular weight = 1276.11 g mol⁻¹

> Which of these has the highest molecular weight?

C38H27Cl7F3I2N6O4Rb